(1)
{
  "formula": "C31H31N3P2SSn",
  "method": "ωB97M-V/def2-TZVPD",
  "elements": ["Sn", "C", "C", "C", "C", "C", "C", "P", "C", "C", "C", "C", "C", "C", "C", "C", "C", "C", "C", "C", "H", "H", "H", "H", "H", "H", "H", "H", "H", "H", "H", "H", "H", "H", "S", "C", "N", "C", "C", "N", "C", "C", "N", "H", "H", "H", "H", "H", "H", "C", "P", "C", "C", "C", "C", "C", "C", "C", "H", "H", "H", "H", "H", "H", "H", "H", "H", "H", "H"],
  "positions_angstrom": [[-0.0782, 0.7890, -0.3950], [-2.5941, -4.0139, 1.8737], [-1.7239, -3.3221, 2.7026], [-0.6556, -2.6200, 2.1616], [-0.4687, -2.6012, 0.7824], [-1.3608, -3.2802, -0.0507], [-2.4131, -3.9933, 0.4958], [0.8961, -1.7202, -0.0080], [2.0761, -2.9330, -0.6276], [3.1848, -2.4608, -1.3339], [4.1445, -3.3478, -1.7871], [3.9952, -4.7089, -1.5470], [2.8924, -5.1803, -0.8511], [1.9291, -4.2963, -0.3857], [1.6960, -0.7262, 1.2813], [2.6446, -1.1441, 2.2076], [3.1221, -0.2348, 3.1401], [2.6525, 1.0747, 3.1518], [1.7067, 1.4988, 2.2269], [1.2435, 0.5949, 1.2837], [-3.4165, -4.5718, 2.3005], [-1.8679, -3.3376, 3.7744], [0.0281, -2.0957, 2.8172], [-1.2233, -3.2662, -1.1269], [-3.0944, -4.5303, -0.1500], [3.3027, -1.3978, -1.5193], [5.0073, -2.9834, -2.3278], [4.7458, -5.4026, -1.9008], [2.7807, -6.2396, -0.6642], [1.0757, -4.6700, 0.1635], [3.0047, -2.1659, 2.1984], [3.8628, -0.5437, 3.8651], [3.0396, 1.7757, 3.8792], [1.3706, 2.5271, 2.2520], [-4.2490, -0.8078, 0.1448], [-2.9225, -0.2540, -0.4535], [-1.9169, 0.1855, -0.9545], [-0.5453, 0.0384, -4.0468], [0.6544, 0.7400, -3.5264], [0.9189, 1.1055, -2.2723], [2.1710, 1.7120, -2.2624], [2.6531, 1.7189, -3.5235], [1.6891, 1.1104, -4.2926], [-1.2362, -0.1903, -3.2403], [-0.2520, -0.8910, -4.5358], [-1.0578, 0.6614, -4.7810], [2.6226, 2.0808, -1.3566], [3.5743, 2.0896, -3.9350], [1.7437, 0.9545, -5.2884], [-1.8808, 3.7764, -1.7980], [-1.0526, 3.2165, -0.2924], [0.0875, 4.5601, 0.1547], [-2.2967, 3.0581, 1.0039], [-1.9348, 3.2443, 2.3390], [-2.8715, 3.0699, 3.3431], [-4.1745, 2.7119, 3.0223], [-4.5400, 2.5292, 1.6968], [-3.6063, 2.7009, 0.6870], [-2.3758, 4.7247, -1.5832], [-2.6183, 3.0493, -2.1335], [-1.1464, 3.9222, -2.5899], [-0.4738, 5.3557, 0.6455], [0.5397, 4.9552, -0.7554], [0.8884, 4.2232, 0.8108], [-0.9308, 3.5525, 2.6060], [-2.5894, 3.2284, 4.3748], [-4.9084, 2.5873, 3.8064], [-5.5558, 2.2582, 1.4440], [-3.9122, 2.5495, -0.3401]],
  "nbo_charge": [1.6938, -0.1690, -0.2110, -0.1383, -0.4139, -0.1989, -0.1919, 0.9456, -0.3038, -0.2241, -0.1881, -0.1661, -0.1937, -0.1976, -0.3763, -0.1743, -0.1636, -0.1912, -0.1545, -0.4399, 0.2367, 0.2344, 0.2146, 0.2202, 0.2363, 0.2087, 0.2306, 0.2378, 0.2384, 0.2332, 0.2428, 0.2447, 0.2414, 0.2046, 0.1181, 0.2052, -0.9244, -0.6850, 0.4508, -0.6228, -0.0980, -0.0382, -0.4763, 0.2683, 0.2613, 0.2596, 0.2449, 0.2608, 0.4512, -0.9433, 0.9976, -0.9463, -0.3297, -0.2183, -0.1917, -0.1640, -0.1749, -0.2212, 0.2748, 0.2675, 0.2580, 0.2760, 0.2665, 0.2530, 0.2125, 0.2377, 0.2399, 0.2392, 0.2234],
  "relative_energy_kj_mol": 0.0,
  "multiplicity": 1,
  "homo_energy_ev": -13.70,
  "charge": 2,
  "e_tot_ev": -72352.3003,
  "largest_force_ev_per_a": 0.309,
  "homo_lumo_gap_ev": 8.285
}

---

(2)
{
  "formula": "C31H32AsN3Tl",
  "method": "ωB97M-V/def2-TZVPD",
  "elements": ["Tl", "C", "N", "C", "C", "C", "C", "C", "C", "C", "C", "H", "H", "H", "H", "H", "H", "H", "H", "H", "H", "H", "H", "H", "C", "C", "C", "C", "C", "C", "As", "C", "C", "C", "C", "C", "C", "C", "C", "C", "C", "C", "C", "H", "H", "H", "H", "H", "H", "H", "H", "H", "H", "H", "H", "H", "C", "N", "C", "C", "N", "C", "H", "H", "H", "H", "H", "H"],
  "positions_angstrom": [[1.5422, 2.3554, -0.9170], [-0.6824, -1.6423, -4.4986], [-0.4771, -0.1906, -4.2593], [0.9631, 0.1808, -4.3403], [-1.0931, 0.2758, -2.9470], [-1.2771, 1.7632, -2.9955], [-2.4087, 2.2258, -3.6770], [-2.6072, 3.5833, -3.8612], [-1.6688, 4.4714, -3.3533], [-0.5614, 3.9921, -2.6646], [-0.3193, 2.6292, -2.4565], [-0.2315, -1.9179, -5.4488], [-1.7493, -1.8500, -4.5170], [-0.2092, -2.1853, -3.6857], [-0.9727, 0.3316, -4.9853], [1.4981, -0.4019, -3.5915], [1.0552, 1.2430, -4.1277], [1.3330, -0.0505, -5.3363], [-0.4235, -0.0694, -2.1569], [-2.0451, -0.2509, -2.8673], [-3.1521, 1.5242, -4.0503], [-3.4829, 3.9435, -4.3842], [-1.8067, 5.5370, -3.4886], [0.1381, 4.7288, -2.2716], [4.0719, -3.0419, 4.9758], [3.6375, -3.4857, 3.7338], [2.9862, -2.6179, 2.8700], [2.7698, -1.2942, 3.2409], [3.2170, -0.8523, 4.4822], [3.8594, -1.7246, 5.3509], [1.8238, 0.0199, 2.1398], [0.0251, -0.7048, 2.3471], [-0.8391, -0.4863, 3.4070], [-2.1076, -1.0534, 3.3871], [-2.5128, -1.8232, 2.3032], [-1.6502, -2.0443, 1.2389], [-0.3749, -1.4900, 1.2593], [0.6572, -1.6613, 0.2183], [0.5649, -2.4884, -0.8997], [1.6505, -2.6129, -1.7566], [2.8175, -1.8891, -1.5350], [2.9104, -1.0529, -0.4293], [1.8455, -0.9592, 0.4566], [4.5790, -3.7216, 5.6474], [3.8042, -4.5128, 3.4360], [2.6457, -2.9826, 1.9083], [3.0729, 0.1816, 4.7756], [4.2003, -1.3707, 6.3148], [-0.5297, 0.1157, 4.2531], [-2.7801, -0.9014, 4.2219], [-3.4999, -2.2673, 2.2969], [-1.9740, -2.6593, 0.4076], [-0.3305, -3.0738, -1.0753], [1.6057, -3.3096, -2.5858], [3.6639, -2.0041, -2.2000], [3.8277, -0.5081, -0.2397], [-3.7035, 1.9970, 2.2036], [-2.3079, 2.2454, 1.8867], [-1.4248, 3.0071, 2.6118], [-0.2441, 2.9605, 1.9356], [-0.3904, 2.1856, 0.8097], [-1.6420, 1.7835, 0.8138], [-3.8799, 2.2625, 3.2425], [-3.9252, 0.9397, 2.0732], [-4.3550, 2.5950, 1.5683], [-1.7168, 3.5023, 3.5209], [0.6967, 3.4169, 2.1930], [-2.1062, 1.1546, 0.0714]],
  "nbo_charge": [0.7528, -0.4162, -0.3406, -0.4277, -0.2413, -0.0727, -0.2524, -0.2244, -0.1902, -0.2526, -0.5514, 0.2302, 0.2283, 0.2342, 0.4335, 0.2339, 0.2600, 0.2250, 0.2334, 0.2145, 0.1982, 0.2229, 0.2210, 0.2006, -0.1963, -0.2190, -0.1625, -0.3386, -0.2142, -0.2041, 0.9492, -0.2741, -0.2085, -0.2099, -0.2306, -0.1504, -0.1355, 0.0243, -0.2530, -0.2224, -0.2312, -0.2082, -0.3270, 0.2216, 0.2185, 0.2024, 0.2141, 0.2211, 0.2233, 0.2218, 0.2211, 0.2005, 0.2152, 0.2154, 0.2263, 0.2323, -0.4050, -0.3250, -0.0814, -0.0919, -0.5709, 0.2068, 0.2242, 0.2227, 0.2168, 0.2302, 0.2281, 0.2052],
  "multiplicity": 1,
  "homo_energy_ev": -9.90,
  "charge": 1,
  "e_tot_ev": -102662.4034,
  "largest_force_ev_per_a": 0.138,
  "homo_lumo_gap_ev": 7.752
}

---

(3)
{
  "formula": "C31H32Cl2N6",
  "method": "ωB97M-V/def2-TZVPD",
  "elements": ["N", "C", "C", "C", "C", "C", "H", "H", "H", "H", "H", "N", "C", "C", "C", "C", "C", "H", "H", "H", "H", "H", "N", "C", "C", "C", "C", "C", "H", "H", "H", "H", "H", "N", "C", "C", "C", "C", "C", "H", "H", "H", "H", "H", "N", "C", "C", "C", "C", "C", "H", "H", "H", "H", "H", "N", "C", "C", "C", "C", "C", "H", "H", "H", "H", "H", "C", "Cl", "Cl", "H", "H"],
  "positions_angstrom": [[-4.3257, 7.6602, 0.6449], [-3.7241, 6.5499, 1.0754], [-3.6499, 5.3939, 0.3710], [-4.2731, 5.3290, -0.8851], [-4.8575, 6.4905, -1.3994], [-4.7921, 7.6427, -0.6090], [-3.3195, 6.7740, 2.0514], [-3.2285, 4.5315, 0.8661], [-4.2670, 4.3250, -1.2829], [-5.3598, 6.5788, -2.3515], [-5.3679, 8.4574, -1.0226], [-6.4410, 1.4814, 4.0073], [-5.1035, 1.3779, 3.8140], [-4.2028, 1.6853, 4.7941], [-4.6113, 2.0396, 6.0810], [-6.0005, 2.1959, 6.2512], [-6.9169, 1.9175, 5.2131], [-4.8803, 1.2142, 2.7701], [-3.2118, 1.8026, 4.3809], [-3.9163, 2.1939, 6.8931], [-6.2658, 2.3827, 7.2813], [-7.9838, 1.9876, 5.3657], [2.0626, -6.6571, -1.7262], [0.8667, -6.7671, -2.3692], [0.4995, -7.7899, -3.1903], [1.4615, -8.8504, -3.3922], [2.7386, -8.7189, -2.8445], [3.0295, -7.5793, -2.0212], [0.0846, -6.0919, -2.0548], [-0.4844, -7.8922, -3.6237], [1.1993, -9.7778, -3.8798], [3.5688, -9.4031, -2.9406], [4.0102, -7.6318, -1.5718], [0.4168, -1.9915, 4.7004], [0.1992, -2.2362, 3.3724], [1.1821, -2.7219, 2.4916], [2.4628, -2.9322, 3.0173], [2.7335, -2.6013, 4.3471], [1.6486, -2.2112, 5.1838], [-0.7969, -2.1284, 2.9694], [0.9199, -2.8788, 1.4557], [3.2753, -3.0644, 2.3182], [3.7419, -2.6580, 4.7295], [1.8891, -2.0253, 6.2201], [4.4865, 3.1072, 1.3216], [3.7837, 2.0953, 0.6853], [2.6663, 2.2861, -0.0811], [2.2075, 3.6297, -0.2544], [2.9791, 4.7033, 0.2551], [4.0520, 4.3673, 1.1463], [4.1140, 1.0982, 0.9368], [2.1406, 1.4531, -0.5242], [1.3911, 3.8174, -0.9360], [2.7666, 5.7193, -0.0431], [4.5898, 5.1264, 1.6948], [2.6901, -1.4763, -5.2249], [3.6294, -2.1778, -4.4318], [4.7721, -1.5431, -4.0070], [5.0814, -0.2790, -4.5171], [4.1951, 0.3558, -5.3485], [3.0495, -0.3102, -5.7420], [3.3991, -3.2083, -4.2050], [5.4863, -2.1647, -3.4874], [5.8980, 0.3142, -4.1327], [4.3064, 1.3801, -5.6721], [2.3187, 0.1726, -6.3738], [-1.8553, -0.9224, -3.2682], [-1.8039, 0.5120, -4.3023], [-3.1834, -0.6081, -2.1093], [-2.2741, -1.5986, -4.0134], [-0.8970, -1.2524, -2.8670]],
  "mulliken_charge": [-0.5602, -0.0972, -0.4584, -0.2336, -0.3794, -0.1332, 0.3973, 0.3910, 0.3938, 0.3466, 0.3324, -0.5543, -0.1489, -0.3825, -0.2488, -0.2768, -0.2253, 0.4362, 0.3211, 0.3907, 0.3164, 0.3718, -0.5253, -0.2006, -0.3596, -0.2411, -0.2944, -0.1240, 0.3678, 0.3622, 0.3546, 0.3419, 0.3235, -0.5318, -0.1532, -0.3282, -0.3583, -0.2680, -0.1801, 0.3603, 0.4021, 0.3702, 0.3477, 0.3401, -0.5301, -0.2057, -0.3887, -0.2958, -0.3452, -0.1703, 0.4000, 0.4102, 0.3948, 0.3555, 0.3731, -0.5164, -0.3010, -0.3685, -0.2797, -0.2645, -0.1859, 0.4638, 0.3667, 0.3744, 0.3470, 0.3648, -0.2412, -0.1584, -0.1485, 0.2339, 0.3110],
  "relative_energy_kj_mol": 283.7,
  "smiles": "c1ccncc1.c1ccncc1.c1ccncc1.c1ccncc1.c1ccncc1.c1ccncc1.ClCCl",
  "multiplicity": 1,
  "homo_energy_ev": -9.43,
  "charge": 0,
  "e_tot_ev": -66647.4771,
  "largest_force_ev_per_a": 3.514,
  "homo_lumo_gap_ev": 9.548
}